This record from the OMol25 dataset describes the molecule C4H5N3 at a distorted geometry. The level of theory is ωB97M-V/def2-TZVPD.

```
12
Properties=species:S:1:pos:R:3:forces:R:3
C 1.757448 -0.541042 0.278651 0.65 -0.45 0.59
N -1.673858 -0.151906 0.281327 0.09 0.34 0.01
H -1.802251 1.804652 0.876741 0.36 0.04 -0.01
H -0.443750 -1.843054 0.307634 0.10 0.19 -0.16
C 0.616308 -0.033755 -0.500089 -0.12 -0.26 -0.04
H -0.995896 -1.343702 -1.294283 0.14 0.07 0.06
H 0.930121 0.044622 -1.548919 -0.08 -0.04 0.25
C -1.195051 1.009174 0.449494 -0.14 -0.16 0.00
C -0.640634 -0.972488 -0.329397 0.09 -0.19 -0.14
N 0.107428 1.259286 -0.018211 -0.11 -0.11 0.18
N 2.611272 -1.008532 0.904325 -0.78 0.56 -0.62
H 0.728862 1.776748 0.592726 -0.19 0.03 -0.12
```
Positions in Å, forces in eV/Å.

The molar mass is 95.10 g/mol. The value obtained for the HOMO energy is -9.7 eV. The frontier orbital gap comes out at 10.43 eV. Its energy above the lowest of the compared OMol25 structures with the same formula, charge and spin is 30.29 kcal/mol. Its largest force on an atom is 0.022 Eh/bohr. Its net charge is 0.

Atomic partial charges in e from the natural (NBO) method, atoms 1 to 4: 0.2594 -0.4353 0.2008 0.2186